Entry 1:
39
Properties=species:S:1:pos:R:3:forces:R:3:lowdin_spin:R:1 method="wB97M-V/def2-TZVPD" spin_multiplicity=4 homo_lumo_gap_ev="7.2300 / 5.8412" charge=+1 homo_ev="-10.91 / -10.83" s2=3.79
Tc -0.207 0.031 -0.169 0.309 -0.061 0.363 2.3213
Cl -0.721 -0.556 -2.757 -0.051 -0.020 -0.198 0.0119
C -2.396 0.036 -2.619 -0.030 0.000 -0.028 0.0049
Cl -2.677 0.766 -1.019 -0.155 0.037 -0.066 0.0129
H -3.064 -0.808 -2.733 0.000 0.013 -0.008 0.0003
H -2.550 0.800 -3.371 -0.017 -0.023 -0.005 0.0002
S 3.222 1.588 2.332 -0.005 -0.026 0.036 0.0896
As 1.958 -0.029 2.237 -0.009 0.024 -0.009 0.0511
S -0.245 0.725 1.942 0.010 -0.010 0.011 0.1322
S 1.848 -0.784 0.010 0.074 0.005 0.035 0.1337
S 1.930 -1.655 3.491 0.005 -0.008 -0.002 0.0978
C 0.908 3.821 -2.605 0.017 -0.014 0.040 -0.0010
P 1.347 2.930 -1.113 0.076 0.109 0.131 0.0095
C 1.340 4.073 0.258 0.051 -0.015 -0.059 0.0052
C 2.996 2.280 -1.327 -0.053 0.023 -0.004 0.0067
O 0.286 1.846 -0.897 -0.093 -0.163 -0.251 0.0456
H 1.628 4.617 -2.796 0.005 0.007 0.017 -0.0002
H -0.083 4.260 -2.490 -0.007 -0.010 0.006 0.0000
H 0.905 3.137 -3.453 0.003 -0.012 0.007 0.0000
H 2.110 4.833 0.120 -0.004 0.007 -0.009 0.0009
H 1.552 3.514 1.171 0.001 -0.006 -0.002 0.0014
H 0.363 4.550 0.329 -0.014 -0.007 0.000 0.0002
H 3.651 3.090 -1.652 0.022 0.000 0.015 0.0011
H 2.993 1.491 -2.080 -0.019 0.013 -0.029 0.0011
H 3.354 1.874 -0.380 -0.009 0.013 0.009 0.0021
C -2.752 -3.839 0.472 0.019 0.011 0.020 -0.0011
P -1.354 -2.914 1.102 0.244 -0.176 -0.011 0.0091
C 0.061 -4.001 1.192 -0.083 0.014 0.016 0.0061
C -1.754 -2.368 2.753 0.010 0.038 -0.027 0.0065
O -1.081 -1.774 0.109 -0.294 0.217 0.003 0.0435
H -2.978 -4.675 1.133 0.009 -0.005 0.008 -0.0003
H -2.519 -4.225 -0.521 0.012 0.015 -0.004 0.0000
H -3.624 -3.188 0.413 -0.002 0.007 0.004 0.0000
H -0.141 -4.823 1.880 -0.007 -0.009 0.005 0.0010
H 0.914 -3.431 1.562 0.006 0.013 0.017 0.0022
H 0.283 -4.400 0.203 -0.014 0.013 -0.011 0.0003
H -2.081 -3.233 3.333 0.007 0.001 0.006 0.0011
H -2.552 -1.628 2.722 -0.017 0.000 -0.010 0.0008
H -0.869 -1.933 3.220 0.006 -0.016 -0.016 0.0025

***

Entry 2:
47
Properties=species:S:1:pos:R:3:forces:R:3:mulliken_charge:R:1 method="wB97M-V/def2-TZVPD" e_above_lowest_kj_mol=163.5 homo_lumo_gap_ev=10.7999 charge=0 smiles="C[N+](=O)[O-].C[N+](=O)[O-].C[N+](=O)[O-].C[N+](=O)[O-].C[N+](=O)[O-].C[N+](=O)[O-].ClCCl" homo_ev=-11.01
C -9.759 5.052 -1.531 -0.154 0.389 1.529 -0.6925
N -8.420 4.573 -1.935 3.349 -0.437 0.089 0.8014
O -7.578 4.222 -1.082 -2.204 0.651 -0.194 -0.5009
O -8.103 4.538 -3.108 -1.318 0.327 -0.195 -0.4873
H -10.449 4.221 -1.680 -0.073 0.388 -0.223 0.2792
H -10.048 6.028 -1.918 0.216 -0.556 -1.181 0.2958
H -9.705 5.320 -0.476 0.188 -0.766 0.179 0.3043
C 5.498 -3.227 5.842 0.477 -0.412 -0.427 -0.6564
N 5.800 -2.095 6.790 2.161 -1.725 -1.335 0.8580
O 4.924 -1.517 7.316 -2.248 1.185 1.171 -0.5198
O 6.988 -1.830 6.890 -0.064 0.047 0.072 -0.5206
H 6.390 -3.850 5.782 -0.016 0.287 0.067 0.2915
H 5.346 -2.753 4.873 -0.150 -0.060 0.093 0.2697
H 4.662 -3.876 6.104 -0.162 0.678 0.354 0.2775
C 2.615 -7.284 -2.956 0.170 -0.015 0.278 -0.6774
N 2.843 -8.206 -4.121 0.513 1.043 -1.525 0.8296
O 3.924 -8.158 -4.719 -1.112 -0.176 1.162 -0.5108
O 1.885 -8.862 -4.485 0.455 -0.058 0.378 -0.4998
H 1.541 -7.299 -2.774 0.354 -0.233 0.358 0.3151
H 2.936 -6.255 -3.116 0.079 -0.238 -0.798 0.2852
H 3.269 -7.627 -2.154 -0.466 -0.310 0.146 0.2582
C 3.476 4.995 2.688 -0.279 -0.358 0.123 -0.6456
N 3.679 6.110 1.692 0.764 1.051 -0.907 0.7583
O 4.841 6.561 1.528 -2.952 -1.089 0.396 -0.4785
O 2.661 6.477 1.068 2.269 -0.683 1.290 -0.4786
H 3.497 4.049 2.146 -0.118 0.217 -0.302 0.2723
H 2.493 5.118 3.143 0.117 0.127 -0.237 0.2825
H 4.234 4.897 3.465 0.204 0.729 -0.366 0.2896
C -1.102 -0.113 -0.230 -0.099 0.194 0.890 -0.6377
N -0.554 -1.463 -0.472 0.594 -2.615 -1.898 0.8077
O -1.184 -2.296 -1.165 0.451 2.116 1.365 -0.5049
O 0.558 -1.722 -0.035 -0.734 0.661 0.123 -0.5001
H -2.152 -0.240 0.037 0.117 0.165 -0.214 0.2676
H -0.957 0.567 -1.070 -0.088 -0.533 -0.235 0.2724
H -0.518 0.271 0.606 -0.240 -0.002 -0.033 0.2947
C 4.091 2.697 -5.444 1.610 2.384 0.110 -0.6704
N 4.015 1.452 -4.736 -0.807 -1.191 1.237 0.7955
O 3.356 0.605 -5.332 0.848 -0.142 1.284 -0.4846
O 4.539 1.380 -3.599 -1.178 -0.379 -2.512 -0.4969
H 4.524 2.571 -6.436 -0.267 -0.306 0.117 0.2700
H 4.778 3.284 -4.835 -0.022 0.279 -0.296 0.3101
H 3.154 3.252 -5.498 -0.187 -0.640 0.067 0.2762
Cl -9.555 -1.891 1.676 0.920 0.237 0.751 -0.1511
C -8.405 -1.847 3.081 -0.705 -0.011 0.513 -0.2501
Cl -6.891 -2.730 2.819 -0.488 0.190 -0.039 -0.1340
H -8.174 -0.844 3.440 0.063 0.157 -0.924 0.2787
H -8.963 -2.258 3.923 0.211 -0.570 -0.302 0.2565

***

Entry 3:
40
Properties=species:S:1:pos:R:3:forces:R:3:lowdin_spin:R:1 method="wB97M-V/def2-TZVPD" spin_multiplicity=5 e_above_lowest_kj_mol=11.7 homo_lumo_gap_ev="5.6035 / 6.9137" charge=-1 homo_ev="-3.64 / -4.95" s2=6.01
Cr -2.466 -0.019 2.082 -1.275 0.770 0.322 3.8131
Cl -3.892 -2.037 2.373 0.304 -0.023 -0.018 0.0427
Cl -2.493 1.251 4.161 0.150 -0.539 -0.563 0.0146
Cl -3.943 1.572 0.478 0.191 -0.020 0.132 0.0332
O -0.779 1.344 1.341 0.890 0.133 -0.057 0.0234
S -0.079 2.399 0.679 -0.222 -0.480 -0.188 0.0051
O 0.471 3.491 1.420 -0.222 0.071 -0.153 0.0020
O 1.170 1.662 -0.057 -0.566 -0.007 0.383 0.0010
C 2.079 2.500 -0.766 1.001 0.101 -0.360 0.0003
C 2.058 2.179 -2.256 -0.037 0.965 0.020 0.0001
C -1.063 2.934 -0.690 0.289 0.758 0.192 0.0010
H 3.089 2.317 -0.384 -0.175 -0.184 0.191 0.0000
H 1.911 3.555 -0.550 -0.384 -0.045 -0.102 0.0000
H 2.499 3.013 -2.815 0.051 -0.017 0.160 0.0000
H 1.025 2.123 -2.592 0.046 -0.435 -0.149 0.0000
H 2.659 1.310 -2.511 -0.353 -0.322 0.067 0.0000
H -2.103 3.055 -0.376 -0.001 -0.323 0.327 0.0004
H -1.006 2.177 -1.464 -0.012 -0.050 -0.023 0.0001
H -0.665 3.909 -0.981 0.061 -0.193 -0.260 0.0001
O -2.086 -0.812 0.119 0.541 -0.272 -0.373 0.0117
S -1.288 -1.228 -0.986 -0.360 -0.673 0.785 0.0040
O -0.802 -0.281 -1.939 0.090 -0.023 -0.158 0.0007
O -0.038 -2.063 -0.386 -0.562 0.600 -0.403 0.0010
C 1.212 -1.917 -1.081 0.893 -0.138 0.259 0.0002
C 2.243 -2.681 -0.268 -0.436 -0.818 -0.134 0.0001
C -2.208 -2.525 -1.756 -0.149 0.428 -0.140 0.0005
H 1.486 -0.864 -1.134 -0.194 0.017 -0.090 0.0000
H 1.147 -2.339 -2.085 -0.154 0.116 -0.043 0.0000
H 2.268 -2.330 0.760 0.219 0.175 -0.037 0.0000
H 3.227 -2.683 -0.736 0.036 0.449 0.058 0.0000
H 1.966 -3.742 -0.237 -0.123 0.120 0.087 0.0000
H -3.147 -2.075 -2.080 0.070 0.078 -0.023 0.0001
H -2.440 -3.259 -0.989 0.171 -0.079 0.002 0.0001
H -1.656 -2.908 -2.610 0.035 -0.141 0.093 0.0002
C 0.532 -0.961 3.204 -0.386 0.600 0.268 0.0056
O -0.710 -1.323 2.607 0.918 -0.206 0.000 0.0347
H 0.637 -1.463 4.167 0.203 -0.070 -0.038 0.0008
H 1.396 -1.131 2.556 -0.072 -0.249 -0.074 0.0007
H 0.477 0.112 3.388 -0.057 -0.065 0.061 0.0003
H -0.686 -2.261 2.395 -0.421 -0.012 -0.021 0.0021